Here is C49H50O2P3PtS2SeSi as an isolated structure from the Open Molecules 2025 dataset. Energies are from ωB97M-V/def2-TZVPD.

Relative energy (zero: lowest compared OMol25 entry of this formula, charge and spin) ... 0.0 kcal/mol
Total charge ... -1
Total energy ... -181737.17131 eV
Frontier orbital gap ... 6.47 eV

Last column: Mulliken charge in e.
Atoms and positions in Å:
Pt  -0.03251  -0.04091  0.72455  2.671
C  -0.87871  1.20400  4.11827  -1.150
Si  -1.20762  1.18525  2.27191  0.624
C  -3.06754  0.91140  2.04004  0.584
C  -4.01389  1.31923  2.98777  -0.122
C  -5.37236  1.21651  2.74002  -0.838
C  -5.81826  0.70734  1.52465  -0.852
C  -4.89976  0.28031  0.58335  0.203
C  -3.53000  0.36055  0.84094  -1.296
P  -2.32743  -0.28970  -0.40296  0.914
C  -2.96324  -1.99461  -0.62240  0.587
C  -2.63819  -2.73327  -1.76166  -0.349
C  -3.01375  -4.06422  -1.87203  -1.224
C  -3.70106  -4.68562  -0.83952  -0.643
C  -3.99861  -3.96992  0.31076  -0.769
C  -3.62999  -2.63838  0.42188  -0.770
C  -2.92448  0.68048  -1.84390  0.680
C  -2.77145  2.06369  -1.72097  -0.602
C  -3.15523  2.91553  -2.74225  -0.470
C  -3.70147  2.39656  -3.90996  -0.688
C  -3.86465  1.02612  -4.03709  -0.638
C  -3.47951  0.17145  -3.01146  -0.210
C  -0.96681  3.01750  1.75263  0.435
C  -1.76050  4.08309  2.18344  -0.628
C  -1.50298  5.38192  1.77135  -0.842
C  -0.43052  5.64769  0.92640  -0.879
C  0.37903  4.60809  0.49799  -0.663
C  0.10235  3.30464  0.90804  -0.110
P  1.10843  1.86587  0.42299  1.132
C  2.58078  2.00646  1.51034  0.467
C  3.59173  1.04977  1.38622  -0.405
C  4.67092  1.04709  2.25355  -0.552
C  4.75160  1.99033  3.27230  -0.701
C  3.74885  2.93607  3.40858  -0.637
C  2.67108  2.94770  2.53014  -0.819
C  1.73722  2.34004  -1.21991  0.238
C  3.03678  2.78040  -1.45628  -0.823
C  3.41306  3.19475  -2.72691  -0.678
C  2.49321  3.17510  -3.76681  -0.679
C  1.20181  2.72116  -3.53817  -0.517
C  0.82865  2.29939  -2.27191  -0.072
H  -1.46419  1.99337  4.59758  0.534
H  0.17632  1.40824  4.31121  0.265
H  -1.12556  0.24928  4.58345  0.329
H  -3.67947  1.72383  3.93649  0.404
H  -6.08727  1.53673  3.48895  0.401
H  -6.87956  0.63470  1.32009  0.395
H  -5.24512  -0.13324  -0.35793  0.459
H  -2.05113  -2.27854  -2.55254  0.340
H  -2.74567  -4.61728  -2.76287  0.457
H  -3.98772  -5.72710  -0.92195  0.371
H  -4.50597  -4.45257  1.13693  0.411
H  -3.84246  -2.10529  1.33830  0.334
H  -2.33877  2.47567  -0.81318  0.122
H  -3.02155  3.98428  -2.62740  0.463
H  -3.99638  3.05831  -4.71503  0.356
H  -4.28755  0.61211  -4.94425  0.423
H  -3.61254  -0.89380  -3.13245  0.262
H  -2.60786  3.89116  2.83342  0.383
H  -2.14233  6.19232  2.10139  0.366
H  -0.23161  6.66114  0.60025  0.381
H  1.21395  4.80408  -0.16549  0.469
H  3.51765  0.29092  0.61457  0.203
H  5.44263  0.29526  2.14499  0.442
H  5.58902  1.97971  3.95874  0.357
H  3.79647  3.66835  4.20498  0.395
H  1.89040  3.68658  2.65809  0.358
H  3.75672  2.80845  -0.64785  0.373
H  4.42698  3.53217  -2.90370  0.401
H  2.79000  3.49095  -4.75942  0.332
H  0.48763  2.66185  -4.34951  0.410
H  -0.16704  1.90685  -2.10688  0.259
C  1.11400  -5.40669  -2.95692  -1.476
C  0.71729  -4.57644  -1.74842  0.770
C  1.80219  -4.52411  -0.69176  -1.077
O  0.25810  -3.28602  -2.19664  0.180
P  1.04912  -1.93007  -2.46443  -0.146
S  -0.08325  -0.84322  -3.62563  -0.437
S  1.74524  -1.12759  -0.75156  -0.265
O  2.36659  -2.51372  -3.20890  -0.253
C  3.60917  -1.79333  -3.29808  0.936
C  3.47930  -0.56574  -4.17753  -0.765
C  4.62046  -2.79096  -3.82706  -1.695
H  1.23968  -6.45022  -2.66012  0.424
H  2.04971  -5.04075  -3.37958  0.202
H  0.34210  -5.35088  -3.72490  0.324
H  -0.18206  -5.00482  -1.29759  0.304
H  2.71142  -4.06536  -1.08287  0.134
H  2.03059  -5.54945  -0.39035  0.500
H  1.47408  -3.96101  0.17976  0.031
H  3.88792  -1.48301  -2.28681  -0.036
H  3.12931  -0.84869  -5.17236  0.282
H  4.45161  -0.07486  -4.26407  0.475
H  2.76902  0.14378  -3.75445  -0.249
H  4.32620  -3.13170  -4.82177  0.345
H  4.68523  -3.65729  -3.16794  0.372
H  5.60625  -2.32752  -3.89435  0.419
Se  -0.31132  -2.22399  1.96267  -0.371
C  0.40893  -1.85787  3.70178  0.013
C  -0.21909  -2.34744  4.84448  -0.533
C  0.31418  -2.11120  6.10650  -0.480
C  1.48469  -1.38042  6.24764  -0.551
C  2.12280  -0.89482  5.11079  -0.443
C  1.59359  -1.13492  3.85298  -0.130
H  -1.14339  -2.90253  4.73754  0.373
H  -0.19535  -2.49331  6.98386  0.349
H  1.89524  -1.18826  7.23126  0.369
H  3.03696  -0.31900  5.20469  0.435
H  2.08041  -0.74396  2.96723  0.308

=====

Here is C49H51BiFN5O2S as an isolated structure from the Open Molecules 2025 dataset. Energies are from ωB97M-V/def2-TZVPD.

Relative energy (zero: lowest compared OMol25 entry of this formula, charge and spin) ... 4.3 kcal/mol
Total energy ... -82577.24415 eV
Frontier orbital gap ... 5.71 eV

Last column: Mulliken charge in e.
Atoms and positions in Å:
Bi  0.18611  -0.67421  -0.68971  2.716
C  -1.72678  -3.34609  -2.36610  -1.143
O  -1.93641  -2.00873  -1.92309  0.422
C  -2.56602  -1.12358  -2.73970  0.006
C  -3.15540  -1.47062  -3.94580  -0.963
C  -3.81539  -0.50369  -4.69372  -0.823
C  -3.89175  0.79980  -4.23815  -1.013
C  -3.29516  1.14792  -3.03390  -0.763
C  -2.61500  0.20199  -2.27737  0.543
N  -1.94288  0.51554  -1.05606  1.589
N  -2.32299  1.62457  -0.55310  -0.756
C  -1.86938  2.11730  0.61054  -0.829
C  -1.07186  1.40050  1.55849  0.214
O  -0.51696  0.29439  1.33830  0.534
C  -0.89765  1.98261  2.87341  -0.769
C  -1.34060  3.22026  3.15574  -1.000
C  -2.04911  4.01641  2.18937  0.689
C  -2.46016  5.32160  2.49366  -1.018
C  -3.15447  6.07565  1.57527  -0.669
C  -3.45663  5.52233  0.32871  -0.944
C  -3.05914  4.24150  0.01024  -0.180
C  -2.34243  3.45727  0.93157  0.763
H  -1.14875  -3.35733  -3.29188  0.446
H  -2.68256  -3.85776  -2.49503  0.327
H  -1.15736  -3.82938  -1.57380  0.141
H  -3.10264  -2.48928  -4.29954  0.490
H  -4.27431  -0.77974  -5.63415  0.414
H  -4.41641  1.54983  -4.81587  0.424
H  -3.35624  2.16120  -2.66451  0.363
H  -0.36535  1.37079  3.59149  0.440
H  -1.16782  3.64911  4.13690  0.428
H  -2.22558  5.72951  3.47006  0.454
H  -3.46905  7.08215  1.81808  0.392
H  -4.01760  6.09997  -0.39616  0.444
H  -3.31249  3.82092  -0.95287  0.356
C  2.83275  -2.98805  4.15732  -1.724
C  2.10576  -1.89777  3.37103  0.921
C  2.57114  -0.50864  3.81480  -1.188
C  0.59815  -2.01652  3.48733  0.359
C  0.00294  -1.81972  4.72802  -0.329
C  -1.37368  -1.84694  4.87902  -1.495
C  -2.17124  -2.06340  3.76760  -0.030
C  -1.61190  -2.27182  2.51292  0.609
C  -2.50859  -2.50076  1.31340  2.352
C  -2.95445  -3.96293  1.23683  -1.766
C  -3.70227  -1.55209  1.26395  -1.868
C  -0.21306  -2.26822  2.36692  -0.516
N  0.36284  -2.42977  1.07985  0.771
C  0.99865  -3.62464  0.87256  0.126
C  0.86907  -4.78015  1.67263  -0.632
C  1.52802  -5.96322  1.36890  -0.794
C  2.35584  -6.06987  0.26300  -0.650
C  2.52345  -4.94782  -0.54588  -0.940
C  1.86063  -3.79246  -0.22379  -0.247
F  2.06488  -2.69314  -1.02136  0.273
H  3.91444  -2.89700  4.03177  0.466
H  2.53422  -3.98082  3.81871  0.334
H  2.61333  -2.91222  5.22558  0.333
H  2.36125  -2.01376  2.31601  -0.138
H  2.41172  -0.36161  4.88612  0.403
H  2.02423  0.27310  3.28510  -0.049
H  3.63975  -0.37832  3.62026  0.446
H  0.63013  -1.63277  5.59340  0.329
H  -1.82117  -1.69145  5.85322  0.368
H  -3.24962  -2.06869  3.87809  0.375
H  -1.90337  -2.31183  0.42889  -1.261
H  -3.50437  -4.24984  2.13714  0.382
H  -2.09212  -4.62599  1.14486  0.353
H  -3.60993  -4.12657  0.37639  0.417
H  -4.44890  -1.79248  2.02514  0.489
H  -4.19844  -1.61844  0.29218  0.337
H  -3.38960  -0.51672  1.41581  0.237
H  0.23418  -4.73513  2.54796  0.509
H  1.38464  -6.81833  2.01927  0.403
H  2.86483  -6.99525  0.03057  0.391
H  3.16568  -4.94930  -1.41730  0.470
S  0.71101  -0.81641  -3.51016  -0.652
C  2.41281  -0.46493  -3.37875  0.049
C  3.21768  -0.29526  -4.51527  -0.577
C  4.54946  0.03547  -4.35240  -0.329
C  5.06192  0.18551  -3.06780  -0.920
C  4.20070  -0.02556  -2.00518  -0.442
N  2.91680  -0.34225  -2.14399  0.344
H  2.78274  -0.42510  -5.49700  0.470
H  5.18481  0.17309  -5.21907  0.394
H  6.09812  0.44148  -2.89533  0.449
H  4.55496  0.06354  -0.98084  0.460
C  1.67120  2.54736  -3.74394  -0.781
N  0.79794  3.55874  -3.08125  0.247
C  1.53428  4.83419  -2.88605  -0.874
C  0.13462  2.99415  -1.81594  -1.186
C  1.09905  2.70961  -0.69741  1.461
C  1.65873  3.77177  0.02664  -0.723
C  2.58961  3.53161  1.01737  -1.171
C  2.95308  2.21998  1.30654  -0.956
C  2.33731  1.17203  0.64678  -0.388
C  1.37874  1.37867  -0.35464  0.142
H  2.01232  2.95411  -4.69310  0.382
H  1.10739  1.62256  -3.87965  0.146
H  2.51282  2.35337  -3.08290  0.399
H  0.02210  3.76526  -3.70816  0.356
H  2.35497  4.65802  -2.19931  0.418
H  0.85628  5.58086  -2.47738  0.346
H  1.91598  5.15506  -3.85258  0.351
H  -0.31665  2.06915  -2.15916  -0.275
H  -0.65122  3.70600  -1.55885  0.236
H  1.34511  4.79221  -0.16698  0.550
H  3.01774  4.35616  1.57352  0.396
H  3.68258  2.01821  2.08250  0.455
H  2.59147  0.16002  0.95411  0.678

=====

Q: Number 1 is which compound?
A: C49H50O2P3PtS2SeSi